No. 1
Formula: C4H28N2O8S
Source: the Open Molecules 2025 dataset
Level of theory: ωB97M-V/def2-TZVPD

```
43
Properties=species:S:1:pos:R:3:forces:R:3:mulliken_charge:R:1
C 1.74871 0.61121 -1.44119 -0.28 0.24 0.23 -0.751
N 1.58467 1.80070 -0.58447 -0.04 -0.40 0.07 -0.496
C 0.39881 1.79774 0.29711 0.08 -0.10 -0.37 0.283
C -0.90908 1.75243 -0.49351 0.18 0.09 -0.18 -0.506
N -2.06143 1.74463 0.39805 -0.03 0.07 0.12 -0.523
C 0.48133 0.64813 1.30418 0.09 -0.13 0.09 0.080
S -0.10589 1.07373 2.97035 -0.06 -0.05 0.00 -0.218
H 0.89526 0.40798 -2.09108 -0.02 0.02 -0.06 0.233
H 1.89734 -0.27097 -0.82529 0.08 -0.10 0.03 0.191
H 2.62429 0.77343 -2.05627 0.22 -0.11 -0.13 0.415
H 1.54781 2.61252 -1.18605 -0.02 0.18 0.06 0.294
H 0.44370 2.74378 0.83144 -0.01 0.14 0.20 0.477
H -0.91076 2.58715 -1.21266 -0.04 0.00 0.10 0.377
H -0.91749 0.83233 -1.07850 -0.13 -0.11 0.00 0.044
H -2.92655 1.77760 -0.13000 0.00 0.02 -0.01 0.265
H -2.03401 2.53889 1.02990 -0.07 -0.08 -0.04 0.215
H 1.49411 0.25486 1.38493 -0.03 0.12 0.06 0.005
H -0.12399 -0.20166 0.98931 -0.02 0.06 -0.03 -0.374
H 1.03368 1.61782 3.41428 0.05 0.01 -0.01 0.148
O 3.55032 -1.42792 1.24660 -0.10 0.00 -0.12 -0.669
H 3.66225 -0.46292 1.12345 0.23 -0.06 0.17 0.327
H 3.85363 -1.62780 2.13596 0.02 0.07 0.01 0.308
O 1.23100 -2.70224 0.29586 -0.01 -0.03 0.18 -0.703
H 2.03813 -2.29269 0.65591 0.03 0.00 -0.14 0.343
H 0.64203 -2.81172 1.06537 0.01 0.00 -0.05 0.396
O -2.03391 -0.83020 -3.42387 0.08 0.03 0.16 -0.737
H -1.46760 -1.30251 -2.76548 0.00 -0.02 -0.08 0.421
H -1.48413 -0.11358 -3.75388 -0.04 0.00 -0.07 0.293
O -0.81204 -1.87067 -1.30137 -0.06 0.10 0.18 -0.706
H -1.42458 -1.63703 -0.57814 0.17 -0.08 -0.13 0.360
H 0.00716 -2.17683 -0.85438 0.02 -0.01 -0.10 0.371
O -0.86917 -2.63167 2.14306 0.17 -0.18 -0.17 -0.700
H -1.50351 -2.15177 1.57995 -0.20 -0.03 0.32 0.339
H -0.98404 -2.31297 3.04100 -0.07 0.13 -0.02 0.286
O 3.92476 1.31722 0.99883 0.13 0.02 -0.19 -0.788
H 3.09084 1.58922 0.54571 0.16 0.18 -0.24 0.414
H 4.64345 1.54962 0.38925 -0.36 -0.09 0.27 0.313
O -2.64553 -1.03171 0.72056 -0.10 0.03 -0.21 -0.811
H -2.39455 -0.11489 0.94234 0.05 0.19 0.03 0.330
H -3.22140 -0.88224 -0.06353 -0.06 -0.16 0.21 0.428
O -3.93999 -0.20146 -1.55009 0.17 0.04 -0.01 -0.687
H -3.26612 -0.37736 -2.25035 -0.21 0.01 -0.08 0.432
H -4.75754 -0.59821 -1.86325 0.01 0.00 -0.04 0.280
```
Forces are in eV/Å.

Calculated values
F_max: 0.5 eV Å⁻¹
HOMO-LUMO gap: 9.57 eV
relative energy (zero: lowest compared OMol25 entry of this formula, charge and spin): 0.0 kcal per mole
lowest unoccupied orbital energy: 0.41 eV
SMILES: CN[C@@H](CN)CS.O.O.O.O.O.O.O.O
highest occupied orbital energy: -9.16 eV

=====

No. 2
Formula: C4H28N2O9
Source: the Open Molecules 2025 dataset
Level of theory: ωB97M-V/def2-TZVPD

```
43
Properties=species:S:1:pos:R:3:forces:R:3:mulliken_charge:R:1
N 3.19619 0.04502 -0.12134 0.17 -0.11 1.21 -0.643
C 2.24365 0.23927 -1.18102 -0.28 0.63 -0.93 -0.680
C 1.01755 1.15028 -0.90836 -0.31 -1.00 -0.28 0.268
C 0.40746 1.03753 0.48972 0.32 1.59 0.68 0.495
N -0.15279 -0.24462 0.92812 0.20 -0.62 -0.78 -0.595
C -0.72728 2.10619 0.63990 -1.45 -1.43 -0.09 -0.932
O -2.01244 1.45721 0.36513 0.29 0.33 -0.48 -0.679
H 2.75675 -0.37665 0.69527 -0.14 -0.47 -0.34 0.257
H 3.50390 0.91485 0.30648 0.21 0.25 -0.66 0.311
H 1.85581 -0.71175 -1.54438 0.07 -0.30 0.54 0.109
H 2.77873 0.57176 -2.08762 -0.10 0.36 0.42 0.444
H 0.27607 0.78484 -1.62246 -0.18 0.26 -0.07 -0.674
H 1.13342 2.21045 -1.14658 0.40 -0.11 0.13 0.532
H 1.20994 1.33752 1.18651 -0.33 -0.17 -0.01 0.362
H 0.49556 -0.86497 1.40227 0.45 0.67 0.35 0.611
H -0.27577 -0.81536 0.09435 -0.59 0.22 -0.10 0.036
H -0.86025 2.42405 1.66886 0.64 0.47 0.15 0.300
H -0.72293 2.91965 -0.08231 0.53 0.14 0.23 0.368
H -1.96688 0.61761 0.84267 0.00 -0.16 0.00 0.339
O -1.24818 -1.25273 3.55859 -0.53 0.11 0.14 -0.780
H -1.10757 -0.80173 2.71099 -0.01 -0.22 0.05 0.362
H -1.15239 -2.20052 3.37455 0.19 0.33 -0.02 0.327
O -2.76372 1.87056 -2.25265 -0.28 -0.47 -0.18 -0.743
H -3.50134 2.48769 -2.28737 0.09 -0.07 0.29 0.266
H -2.59172 1.61464 -1.31710 -0.17 0.48 0.12 0.494
O -1.64111 -0.46325 -2.87682 -0.50 0.72 0.07 -0.725
H -2.48383 0.03995 -2.82917 0.22 -0.58 -0.29 0.330
H -1.08553 0.25079 -2.53980 0.34 -0.28 -0.15 0.250
O 1.21781 -2.52516 0.13842 0.12 -0.35 -0.47 -0.657
H 0.65633 -2.59760 -0.66766 0.09 -0.18 0.26 0.345
H 2.10096 -2.78299 -0.15410 -0.09 -0.01 0.13 0.301
O -0.52974 -2.79764 -1.95703 -0.06 -0.15 -0.37 -0.640
H -0.71598 -2.11800 -2.63104 -0.17 0.02 0.39 0.329
H -1.32480 -3.34678 -1.95543 0.23 0.09 0.13 0.274
O -0.91181 3.73473 -2.52006 0.36 -0.01 -0.51 -0.583
H -1.30176 2.96796 -2.96966 -0.19 0.14 0.46 0.321
H -0.31947 4.10940 -3.18019 0.07 0.18 0.12 0.287
O 0.32501 -3.31771 2.74528 -0.23 -0.24 -0.32 -0.674
H 0.26882 -3.13420 1.79141 0.36 -0.19 0.19 0.383
H 1.26197 -3.25034 2.94206 0.11 0.01 0.04 0.301
O 1.32052 -0.42887 4.35662 -0.31 0.00 -0.12 -0.656
H 0.68130 -1.15944 4.32090 0.14 0.00 -0.04 0.363
H 0.68958 0.29836 4.27403 0.30 0.11 0.09 0.299
```
Forces are in eV/Å.

Calculated values
F_max: 2.0 eV Å⁻¹
HOMO-LUMO gap: 9.97 eV
relative energy (zero: lowest compared OMol25 entry of this formula, charge and spin): 37.6 kcal per mole
lowest unoccupied orbital energy: 0.29 eV
SMILES: NCC[C@H](N)CO.O.O.O.O.O.O.O.O
highest occupied orbital energy: -9.69 eV

=====

No. 3
Formula: C4H28O10
Source: the Open Molecules 2025 dataset
Level of theory: ωB97M-V/def2-TZVPD

```
42
Properties=species:S:1:pos:R:3:forces:R:3:mulliken_charge:R:1
C 2.91937 -2.90739 -0.85061 0.69 -0.03 -0.07 -0.467
O 2.72338 -4.30811 -0.67095 -0.40 0.19 -0.16 -0.533
H 3.89182 -2.77010 -1.33941 0.03 0.26 0.21 0.290
H 2.19180 -2.45271 -1.52456 -0.33 -0.44 0.07 0.159
H 2.88494 -2.37636 0.10139 0.01 0.10 -0.05 0.243
H 3.00631 -4.51744 0.22122 -0.07 -0.05 0.03 0.320
C -2.05798 -3.29606 -0.60483 -0.75 -0.20 0.52 -0.524
O -2.08353 -3.05646 0.80097 0.12 0.57 -0.20 -0.566
H -1.53825 -4.24259 -0.71676 0.12 0.08 -0.36 0.246
H -3.09274 -3.39720 -0.94996 0.10 -0.19 -0.19 0.293
H -1.60695 -2.50087 -1.20445 0.33 0.01 0.22 0.176
H -2.69369 -2.31356 0.97401 0.05 -0.55 0.01 0.333
C -3.11550 0.16388 1.19874 0.11 -0.10 -0.01 -0.250
O -3.89900 -1.04090 1.17938 -0.07 0.91 0.11 -0.578
H -2.91262 0.52011 2.21234 -0.07 -0.19 0.04 0.274
H -2.16042 -0.08073 0.73988 -0.02 0.14 -0.04 -0.059
H -3.60991 0.96962 0.64918 0.06 -0.10 -0.13 0.310
H -4.76866 -0.79552 1.50894 -0.05 -0.39 0.03 0.298
C 0.33754 0.42125 -0.57489 0.51 -0.30 -0.58 -0.033
O 0.24080 0.79696 0.79080 -0.35 0.16 -0.22 -0.709
H -0.60002 0.24719 -1.11488 -0.32 0.49 0.40 0.345
H 0.91424 1.19158 -1.08739 0.01 -0.21 -0.40 0.300
H 0.84561 -0.53895 -0.68034 0.32 0.14 0.42 -0.295
H 0.04082 1.75319 0.78300 -0.12 -0.58 0.45 0.391
O -1.15997 2.66058 -2.50474 -0.32 0.16 0.07 -0.610
H -1.76805 2.54172 -3.24326 0.11 -0.02 -0.01 0.283
H -1.67599 3.11350 -1.82787 0.04 -0.10 0.03 0.283
O 1.54478 2.62268 -3.30781 -0.12 0.05 0.22 -0.626
H 1.86112 3.53075 -3.32389 0.00 -0.04 -0.06 0.311
H 0.64894 2.66866 -2.92866 0.23 0.02 -0.22 0.348
O 2.88729 3.21212 1.79837 -0.16 0.11 -0.03 -0.571
H 2.48494 3.74377 1.10507 0.10 0.03 0.00 0.287
H 2.66702 3.66674 2.61863 0.06 -0.07 -0.01 0.301
O 0.19630 -1.93485 2.11342 -0.19 -0.03 -0.12 -0.707
H 0.13927 -1.04969 1.73014 0.10 -0.04 0.13 0.311
H -0.53498 -2.43177 1.70286 0.16 0.09 0.05 0.449
O 3.03866 0.09084 1.39001 -0.03 -0.03 -0.09 -0.604
H 2.21949 0.61047 1.36867 0.12 -0.17 0.03 0.328
H 3.44414 0.23920 0.53051 0.02 0.07 0.06 0.293
O -0.74338 3.38649 0.89892 0.04 0.40 -0.24 -0.592
H -0.89642 3.89769 1.70241 0.00 -0.13 0.01 0.259
H -0.21049 3.96223 0.33641 -0.07 0.01 0.06 0.294
```
Forces are in eV/Å.

Calculated values
F_max: 0.9 eV Å⁻¹
HOMO-LUMO gap: 8.99 eV
relative energy (zero: lowest compared OMol25 entry of this formula, charge and spin): 39.8 kcal per mole
lowest unoccupied orbital energy: -0.63 eV
SMILES: CO.CO.CO.CO.O.O.O.O.O.O
highest occupied orbital energy: -9.62 eV